Record 1
An isolated molecule of C5H6N2O at a distorted geometry. Source: OMol25; level of theory: wB97M-V/def2-TZVPD.

The geometry in XYZ format:
```
14
Properties=species:S:1:pos:R:3:mulliken_charge:R:1
C -0.70 -0.75 0.75 -0.327
C 0.57 -0.01 0.35 -0.050
C -1.24 1.42 0.41 -0.130
C 0.51 -2.10 -1.33 -0.637
C 0.16 -1.23 -0.43 0.016
N -1.77 0.30 0.75 -0.595
N 0.09 1.32 0.04 0.094
O 0.73 2.52 -0.20 -0.427
H -0.72 -1.50 1.47 0.366
H 1.54 0.08 0.83 0.364
H -0.05 -3.02 -1.37 0.241
H 1.23 -1.83 -1.97 0.316
H -1.88 2.27 0.40 0.439
H 1.55 2.53 0.31 0.332
```

Calculated values
Net charge: 0
E_LUMO, Eh: 0.0237
Strongest force on any atom, eV Å⁻¹: 4.17
E_HOMO, eV: -8.18
Electronic energy, eV: -10304.4667
SMILES: C=C1[C@@H]2[C@H]1N=CN2O
Orbital gap, eV: 8.82

---

Record 2
A structure of composition C28H29N3PdSi at a distorted geometry. Source: OMol25; level of theory: wB97M-V/def2-TZVPD.

The geometry in XYZ format:
```
62
Properties=species:S:1:pos:R:3:lowdin_spin:R:1
C 1.03 1.87 -0.06 0.103
C -0.03 1.95 -1.02 0.085
C -1.27 1.84 -0.31 0.081
H 0.07 2.05 -2.10 0.001
C -0.97 1.73 1.08 0.107
C 0.45 1.73 1.23 0.098
H 0.99 1.69 2.17 0.005
H 2.09 1.94 -0.29 0.005
H -2.26 1.87 -0.77 0.003
H -1.70 1.71 1.88 0.005
Pd -0.15 -0.14 -0.19 1.019
C -1.18 -2.87 -4.62 0.009
H -1.85 -2.48 -3.84 0.002
H -1.72 -2.79 -5.58 0.001
H -0.24 -2.32 -4.73 0.002
Si -0.14 -1.23 -2.24 0.140
C 1.56 -1.18 -2.97 0.024
C 2.29 0.02 -3.00 0.013
H 1.90 0.92 -2.49 0.000
C 3.51 0.08 -3.68 -0.001
H 4.05 1.02 -3.71 0.000
C 4.01 -1.07 -4.32 0.014
H 4.95 -1.02 -4.86 0.001
C 3.30 -2.27 -4.26 -0.001
H 3.68 -3.16 -4.75 0.000
C 2.09 -2.34 -3.56 0.015
H 1.54 -3.28 -3.49 0.001
C -1.23 -0.11 -3.29 0.020
C -0.74 0.47 -4.48 0.008
H 0.28 0.26 -4.81 0.000
C -1.55 1.34 -5.22 0.000
H -1.15 1.77 -6.13 0.000
C -2.83 1.65 -4.77 0.007
H -3.45 2.35 -5.33 0.001
C -3.33 1.07 -3.59 -0.001
H -4.32 1.31 -3.23 0.000
C -2.53 0.18 -2.86 0.010
H -2.91 -0.26 -1.93 0.002
H -0.55 -2.64 -2.08 0.023
H -0.94 -3.91 -4.36 0.000
N -0.21 -0.64 2.96 0.000
C -1.40 -1.19 2.43 0.006
C -2.37 -1.69 3.32 0.005
C -3.40 -2.46 2.79 -0.003
C -3.48 -2.62 1.40 0.002
C -2.57 -1.94 0.59 0.007
N -1.54 -1.24 1.11 0.079
C 1.05 -1.09 2.48 0.006
C 2.00 -1.53 3.42 0.004
C 3.15 -2.16 2.95 -0.003
C 3.33 -2.26 1.57 0.002
C 2.40 -1.69 0.71 0.005
N 1.27 -1.13 1.17 0.078
H -0.23 -0.64 3.97 0.000
H -2.22 -1.51 4.38 0.001
H -4.14 -2.93 3.44 0.000
H -4.23 -3.25 0.93 0.001
H -2.63 -1.96 -0.49 0.004
H 1.76 -1.39 4.47 0.001
H 3.88 -2.56 3.65 0.000
H 4.19 -2.78 1.15 0.001
H 2.54 -1.67 -0.37 0.002
```

Calculated values
Net charge: 0
E_LUMO (alpha / beta), Eh: 0.0120 / 0.0124
Strongest force on any atom, eV Å⁻¹: 1.35
2S+1: 3
E_HOMO (alpha / beta), eV: -4.75 / -6.90
Electronic energy, eV: -45331.9346
Orbital gap (alpha / beta), eV: 5.07 / 7.24

---

Record 3
An isolated molecule of C4H10O3 at a distorted geometry. Source: OMol25; level of theory: wB97M-V/def2-TZVPD.

The geometry in XYZ format:
```
17
Properties=species:S:1:pos:R:3:mulliken_charge:R:1
C 1.55 0.84 -0.24 -0.612
O 0.91 -0.47 -0.12 -0.099
C 0.63 -1.23 -1.45 -0.996
C -0.49 -0.65 0.56 0.229
O -0.36 -0.07 1.79 -0.553
C -1.69 0.00 -0.12 -0.653
O -1.55 1.39 -0.20 -0.507
H 1.73 1.25 0.75 0.271
H 0.92 1.51 -0.83 0.321
H 2.51 0.68 -0.76 0.297
H 0.38 -0.40 -2.12 0.222
H 1.62 -1.59 -1.73 0.259
H -0.57 -1.75 0.56 0.360
H 0.30 -0.58 2.28 0.372
H -2.60 -0.26 0.44 0.303
H -1.80 -0.38 -1.13 0.432
H -1.41 1.68 0.70 0.355
```

Calculated values
Net charge: 0
E_LUMO, Eh: 0.0152
Strongest force on any atom, eV Å⁻¹: 1.47
E_HOMO, eV: -6.93
Electronic energy, eV: -10447.7648
Orbital gap, eV: 7.34

---

> Which value of strongest force on any atom does entry 2 give?

1.35 eV Å⁻¹

---

> electronic energy of number 1 (C5H6N2O)?

-10304.4667 eV

---

Repeat the first record exactly.
An isolated molecule of C5H6N2O at a distorted geometry. Source: OMol25; level of theory: wB97M-V/def2-TZVPD.

The geometry in XYZ format:
```
14
Properties=species:S:1:pos:R:3:mulliken_charge:R:1
C -0.70 -0.75 0.75 -0.327
C 0.57 -0.01 0.35 -0.050
C -1.24 1.42 0.41 -0.130
C 0.51 -2.10 -1.33 -0.637
C 0.16 -1.23 -0.43 0.016
N -1.77 0.30 0.75 -0.595
N 0.09 1.32 0.04 0.094
O 0.73 2.52 -0.20 -0.427
H -0.72 -1.50 1.47 0.366
H 1.54 0.08 0.83 0.364
H -0.05 -3.02 -1.37 0.241
H 1.23 -1.83 -1.97 0.316
H -1.88 2.27 0.40 0.439
H 1.55 2.53 0.31 0.332
```

Calculated values
Net charge: 0
E_LUMO, Eh: 0.0237
Strongest force on any atom, eV Å⁻¹: 4.17
E_HOMO, eV: -8.18
Electronic energy, eV: -10304.4667
SMILES: C=C1[C@@H]2[C@H]1N=CN2O
Orbital gap, eV: 8.82

---

> Which of these has the highest electronic energy?

C5H6N2O